261
Properties=species:S:1:pos:R:3:forces:R:3:mulliken_charge:R:1 method="wB97M-V/def2-TZVPD" homo_ev=-8.07 homo_lumo_gap_ha=0.3000 lumo_energy_ev=0.1
C -2.5903 5.6735 -2.4383 -0.28 1.30 -2.15 -0.404
O -3.8382 5.5492 -1.8034 -0.24 -0.81 1.89 -0.531
H -1.7384 5.7837 -1.7838 0.15 -0.27 0.39 0.281
H -2.4741 4.8545 -3.1672 0.38 0.19 0.32 0.033
H -2.6504 6.6386 -3.0305 0.17 -1.09 0.55 0.295
H -3.6972 5.0199 -0.9813 -0.29 0.64 -0.95 0.317
C -7.1665 4.7318 -3.4899 2.02 1.88 -0.07 -0.638
O -6.4949 4.1244 -2.4134 -0.81 -1.53 0.41 -0.284
H -7.5461 5.6995 -3.1510 -0.47 -0.09 -0.24 0.249
H -6.4798 4.9502 -4.3354 -0.24 -0.20 0.36 0.314
H -7.9070 4.0769 -3.8497 -1.07 -0.68 -0.15 0.098
H -5.6490 4.4807 -2.1664 0.62 0.83 -0.41 0.201
C -2.1773 2.3401 -6.1958 0.26 -0.01 0.12 -0.066
O -0.9171 1.6011 -6.2093 -1.28 -0.46 2.19 -0.610
H -2.1618 2.9099 -7.1208 -0.38 -0.32 -0.29 0.351
H -3.1044 1.7093 -6.0687 1.06 0.41 -0.34 0.118
H -2.2064 3.1297 -5.4258 0.21 -0.45 0.16 -0.104
H -0.8484 1.2100 -5.2814 -0.05 0.68 -1.64 0.280
C 0.5512 -2.7789 -4.4572 0.00 0.45 -2.51 -0.221
O -0.7776 -2.4067 -4.1251 0.27 0.51 0.93 -0.504
H 1.0899 -2.9603 -3.5652 0.50 -0.27 0.84 -0.359
H 0.4954 -3.6950 -5.0753 0.35 0.24 0.40 0.481
H 1.1363 -2.0121 -5.0944 -1.04 -0.78 1.02 0.306
H -1.2832 -2.1153 -4.8923 -0.35 -0.14 -0.80 0.155
C 6.7732 4.6725 0.9868 0.55 0.22 0.42 -1.000
O 6.1646 3.4864 1.4163 -0.77 -0.22 1.27 -0.202
H 7.3332 5.1388 1.8035 0.08 0.05 0.02 0.326
H 7.4823 4.4700 0.1954 -0.01 -0.17 -0.28 0.329
H 6.0383 5.3799 0.6525 -0.42 0.55 -0.43 0.346
H 5.7321 3.7046 2.2882 0.34 -0.60 -1.00 0.200
C -7.7002 1.7757 -5.3778 0.69 0.47 0.68 -0.779
O -7.2274 0.7514 -4.5105 0.90 -0.15 -1.49 -0.455
H -8.6988 2.1268 -5.1152 0.00 -0.07 0.12 0.263
H -7.0109 2.6592 -5.4506 -0.43 -0.77 0.27 0.158
H -7.7283 1.3064 -6.3236 -0.22 -0.17 -1.32 0.397
H -7.6404 0.8166 -3.6694 -0.65 0.42 1.43 0.382
C -5.4863 -3.9080 -0.7347 0.27 -0.76 0.56 -0.729
O -4.1720 -4.2225 -0.2338 -0.48 0.47 -0.28 -0.465
H -6.0592 -3.3387 0.0065 0.16 0.16 -0.20 0.265
H -5.4582 -3.4158 -1.6984 0.11 0.40 -0.12 0.255
H -6.0225 -4.8445 -0.8998 0.04 -0.07 0.10 0.374
H -3.5391 -3.6630 -0.7108 0.23 -0.05 -0.04 0.217
C -10.8125 3.0767 -2.1342 0.28 -0.92 -0.70 -1.688
C -9.9646 2.6673 -0.8915 -1.37 -1.03 -0.48 1.505
C -10.9913 2.1453 0.1518 -0.67 0.63 -0.71 -1.378
C -10.4922 1.2082 1.2277 -0.25 1.60 0.92 -0.667
C -9.6760 0.1151 0.6918 0.70 -2.28 -0.72 -1.228
C -8.5807 0.5398 -0.2690 0.99 0.79 0.03 1.853
N -9.1615 1.4874 -1.2642 0.00 -0.15 0.05 -0.162
O -8.2430 1.7955 -2.3136 0.25 0.91 1.22 0.480
C -7.3701 1.0218 0.5854 -1.32 2.41 0.09 -1.246
C -8.1101 -0.6843 -1.0586 0.46 1.56 -1.08 -1.539
C -9.2032 3.8988 -0.4723 -0.02 0.73 -0.25 -1.272
H -10.1392 3.4598 -2.9185 -0.26 -0.06 0.21 0.176
H -11.5034 3.8819 -1.8706 -0.03 -0.18 0.03 0.440
H -11.3735 2.1970 -2.5848 0.65 1.02 0.72 0.388
H -11.4577 3.0357 0.5902 0.09 -0.09 0.15 0.381
H -11.8077 1.6851 -0.4229 0.26 -0.20 0.12 0.444
H -11.3419 0.8235 1.7979 0.07 0.05 0.01 0.394
H -9.9062 1.8334 1.9181 0.01 -0.30 0.12 0.349
H -10.2892 -0.5843 0.0952 -0.18 0.14 0.42 0.385
H -9.1623 -0.4979 1.4846 -0.67 0.54 -0.56 0.318
H -7.6700 1.8237 1.3572 0.35 -1.30 -0.98 0.264
H -6.8635 0.2157 1.0772 0.18 -0.49 0.24 0.698
H -6.6895 1.5253 -0.0833 0.59 0.12 -0.21 -0.270
H -7.1810 -0.4739 -1.6958 -1.44 -0.50 1.11 -0.314
H -7.9511 -1.4038 -0.3025 0.57 -1.29 0.44 0.794
H -8.9465 -0.9639 -1.6898 0.04 -0.34 -0.27 0.464
H -8.3516 4.0460 -1.1474 -0.30 0.39 0.21 0.096
H -8.8156 3.8349 0.5162 0.45 -0.24 0.98 0.354
H -9.8605 4.8013 -0.4692 0.48 -0.66 -0.26 0.439
H -7.6704 2.5456 -1.9934 -0.22 -0.82 -0.48 -0.100
C 4.4690 -2.9382 -3.7507 -2.69 -1.50 0.98 -1.897
C 3.9791 -3.4784 -2.3893 0.81 -0.93 0.99 0.981
C 3.3102 -2.3640 -1.5440 0.50 0.32 -1.09 1.663
C 2.5565 -2.9309 -0.3739 -1.02 0.66 0.42 0.321
C 1.5212 -3.9848 -0.6684 0.15 -0.14 -1.02 -0.524
C 2.1526 -5.1409 -1.4374 0.75 0.08 -1.15 1.610
N 2.9018 -4.5385 -2.6018 0.43 1.17 0.46 0.882
O 3.4184 -5.5633 -3.3928 -0.34 -0.22 -0.78 -0.627
C 2.9752 -6.1001 -0.5312 0.60 0.10 -0.51 -1.833
C 1.0010 -5.8931 -2.0773 -0.65 2.58 -0.44 -1.605
C 5.2077 -4.0710 -1.6570 -0.84 -0.32 0.42 -1.274
H 4.6867 -3.7509 -4.4109 0.18 -0.50 -0.42 0.397
H 5.3130 -2.3491 -3.6196 1.29 1.36 0.16 0.285
H 3.5785 -2.4375 -4.1023 0.16 0.65 -0.78 0.337
H 3.9863 -1.5523 -1.1373 -0.22 -1.16 -0.65 -0.944
H 2.6951 -1.8521 -2.3045 -0.39 0.01 0.65 -0.656
H 2.0517 -2.0949 0.1118 0.13 0.06 0.42 1.234
H 3.2689 -3.3542 0.3031 0.53 -0.07 0.65 -1.100
H 0.6976 -3.5681 -1.2731 0.30 -0.04 0.17 -1.234
H 1.0495 -4.4340 0.1994 0.01 0.27 0.49 0.519
H 2.9680 -5.7433 0.4997 0.04 -0.27 0.07 0.175
H 2.6079 -7.1137 -0.6194 -0.62 -0.17 0.41 0.534
H 4.0225 -6.2711 -0.8301 -0.26 0.60 0.05 0.314
H 1.2834 -6.6514 -2.7571 0.33 -1.05 -0.34 0.427
H 0.3941 -6.1915 -1.2456 -0.72 -0.67 0.10 0.519
H 0.4651 -5.0876 -2.6795 0.26 -1.28 0.66 0.110
H 6.0276 -3.3818 -1.6767 0.40 0.61 0.21 0.383
H 5.6003 -4.9622 -2.1406 -0.02 -0.23 -0.17 0.374
H 4.9529 -4.3484 -0.6235 0.33 0.23 -0.27 0.024
H 4.2033 -5.9135 -2.9687 0.41 -0.23 0.40 0.449
C 3.5567 2.1639 5.6721 3.32 0.44 1.04 -2.034
C 2.8956 3.3120 5.0054 -0.26 1.84 -0.18 2.345
C 1.9292 4.0895 5.9356 -0.99 -1.48 -0.70 -1.298
C 1.3775 5.3243 5.2186 -0.79 -0.37 0.87 -0.712
C 2.4451 6.3000 4.7925 0.84 -1.17 0.02 -1.218
C 3.5479 5.6034 3.9797 0.09 0.16 0.20 1.559
N 3.8867 4.3716 4.7275 2.02 0.18 0.14 -0.167
O 5.0077 3.7531 4.0445 -1.60 -0.17 -1.52 -0.145
C 3.1031 5.3780 2.5437 0.23 2.67 0.57 -1.457
C 4.7562 6.5729 3.9609 0.04 0.67 0.06 -1.503
C 2.2754 2.7812 3.7348 0.37 -1.99 -0.54 -1.644
H 4.2403 2.5393 6.4950 -0.71 -0.27 -0.71 0.411
H 4.2581 1.6084 4.9885 -1.05 0.33 0.54 0.126
H 2.8587 1.5364 6.1532 -0.91 -0.94 0.25 0.565
H 1.1112 3.3640 6.2461 0.64 1.00 -0.40 0.354
H 2.4193 4.4053 6.8399 0.54 -0.07 0.38 0.362
H 0.7378 5.8038 5.9455 -0.38 0.38 0.15 0.424
H 0.7108 4.9813 4.4511 -0.26 0.08 -0.78 0.345
H 2.9399 6.5633 5.7296 -0.06 0.74 -0.08 0.376
H 2.1182 7.1500 4.1890 -0.25 0.05 0.51 0.490
H 3.9164 4.9828 1.9625 -0.02 -0.41 -0.51 0.033
H 2.2039 4.8282 2.5495 -0.73 -0.59 -0.65 0.385
H 2.8748 6.4397 2.2237 0.20 -1.21 -0.31 0.504
H 4.4144 7.6378 3.6926 0.34 -1.55 0.59 0.362
H 5.2378 6.5680 4.9730 -0.27 0.18 -0.92 0.423
H 5.4847 6.3105 3.1701 -0.20 -0.05 0.55 0.139
H 3.1078 2.6928 2.9769 -1.06 0.33 0.49 0.097
H 1.4291 3.3745 3.3876 0.10 -0.50 -0.18 0.302
H 2.0101 1.6944 3.9241 -0.31 1.28 -0.32 0.337
H 5.7577 3.8909 4.5790 1.22 0.36 1.32 0.214
C -0.4607 2.2065 -1.9066 -0.28 2.01 -1.72 -1.007
C -0.8100 0.8366 -1.5209 -2.40 0.17 2.03 2.478
C -1.0391 0.9043 0.0246 0.95 0.13 -0.90 -1.118
C -2.2732 1.6763 0.4529 -0.44 0.83 -0.31 -0.629
C -3.4576 0.9144 -0.1275 -0.02 0.27 -1.04 -1.931
C -3.4437 0.8892 -1.6976 0.99 -1.37 1.33 2.065
N -2.1071 0.3541 -2.0563 -0.47 -0.48 1.66 0.618
O -2.0417 0.2930 -3.4176 0.79 -0.89 -2.38 0.573
C -4.5048 -0.1671 -2.1450 -0.91 1.35 0.20 0.198
C -3.7117 2.3218 -2.1423 -0.95 -0.70 0.02 0.058
C 0.2344 -0.1645 -1.9077 -0.25 -0.82 1.32 -0.756
H -0.8540 2.9928 -1.2533 0.54 -0.26 0.35 0.172
H -0.9728 2.4830 -2.8414 0.67 -0.25 -0.30 -0.025
H 0.6160 2.2498 -2.0182 0.16 0.67 -0.06 -0.058
H -1.1552 -0.0969 0.3875 -0.12 -0.79 0.33 -0.560
H -0.1140 1.2724 0.4631 0.10 0.25 0.16 0.905
H -2.3439 2.7948 0.1471 0.50 -1.81 0.69 -0.022
H -2.3044 1.5791 1.5422 -0.17 0.49 -0.02 0.608
H -4.4119 1.3568 0.0981 -0.41 0.18 0.59 0.236
H -3.4280 -0.0861 0.2885 -0.14 -0.38 -0.09 0.518
H -4.5871 -0.4328 -3.2042 0.57 0.44 0.06 -0.472
H -4.4432 -1.1225 -1.6097 0.14 0.42 0.19 0.139
H -5.4678 0.3487 -1.9054 0.50 -0.67 -0.06 -0.957
H -2.9026 2.9380 -1.8129 0.37 0.47 -0.08 -0.628
H -3.8674 2.4015 -3.2066 0.11 0.12 -0.44 0.426
H -4.6347 2.6639 -1.6504 0.21 -0.11 -0.20 -0.446
H 1.2087 0.2535 -1.7063 0.39 -0.16 0.14 0.153
H 0.1756 -0.4638 -2.9397 0.17 -0.03 -0.34 0.030
H 0.0281 -1.0431 -1.2589 0.59 0.16 -0.59 -0.528
H -1.5854 -0.5714 -3.5616 -0.63 0.55 -0.38 0.074
C -1.6545 -5.6620 2.0764 1.00 1.15 1.17 -1.315
C -2.1915 -5.1476 3.4723 -1.44 -1.12 -0.31 1.679
C -1.2554 -5.4271 4.6767 -0.21 -0.50 -0.78 -1.484
C -0.0693 -4.4850 4.7137 -1.03 0.49 0.26 0.117
C -0.6421 -3.0545 4.8510 1.17 0.04 1.23 -1.664
C -1.5801 -2.6707 3.7746 -2.30 0.80 -0.64 2.292
N -2.5870 -3.7644 3.6551 -0.19 0.56 -0.28 0.217
O -3.7522 -3.4439 2.8828 1.61 0.06 -1.10 -0.476
C -2.3890 -1.4382 4.1753 0.01 0.85 0.31 -2.142
C -0.8769 -2.2447 2.4962 1.42 -2.06 -1.20 -0.642
C -3.4978 -5.9803 3.7473 -0.08 -0.09 0.93 -1.892
H -2.2742 -5.4874 1.2108 -0.56 0.29 -0.02 0.300
H -1.5039 -6.7196 2.1628 -0.03 -0.71 0.08 0.532
H -0.6654 -5.2410 1.8592 -0.07 0.04 -0.05 0.015
H -1.8471 -5.2397 5.5628 -0.29 -0.14 0.30 0.429
H -0.9967 -6.4953 4.6589 0.23 0.26 0.02 0.480
H 0.4336 -4.5904 3.7593 0.67 0.11 0.01 -0.112
H 0.5611 -4.7241 5.5733 0.26 0.06 -0.32 0.421
H 0.1228 -2.3040 4.7578 0.97 0.21 0.05 0.347
H -1.0421 -2.8143 5.8640 -0.16 -0.76 -0.60 0.312
H -1.7288 -0.6087 4.4542 0.21 -0.26 0.32 0.387
H -2.9389 -1.0075 3.3433 -0.26 -0.35 -0.25 0.147
H -3.0999 -1.6281 4.9782 0.09 -0.12 0.07 0.526
H -0.2249 -1.3669 2.4883 -0.52 0.32 0.63 0.707
H -0.1406 -3.0439 2.1849 -0.87 0.52 -0.01 -0.479
H -1.6303 -2.1458 1.7196 0.08 0.08 -0.35 -0.185
H -4.2950 -6.0567 2.9672 1.08 0.23 0.33 0.215
H -3.9684 -5.5327 4.6441 0.07 -0.12 -0.46 0.470
H -3.1849 -6.9873 4.0779 -0.19 0.17 -0.45 0.425
H -3.4583 -3.5218 1.9330 -0.71 0.01 0.83 0.353
C 6.2058 -3.8565 5.6238 0.96 0.24 0.97 -1.971
C 5.7803 -3.5043 4.2256 -0.25 1.79 -0.94 1.740
C 4.2523 -3.1821 4.3342 1.83 1.74 -0.12 -1.597
C 3.7731 -2.5324 3.0507 0.06 0.46 1.00 0.658
C 4.5439 -1.2876 2.6682 0.77 0.50 0.34 -0.147
C 6.0740 -1.4308 2.5598 0.37 -1.35 1.31 2.408
N 6.4997 -2.1749 3.8220 -1.51 -0.37 1.36 0.071
O 7.8840 -2.4688 3.8898 -0.11 -0.57 -1.77 -0.489
C 6.3988 -2.2688 1.3708 1.61 -0.61 -0.70 -0.291
C 6.7409 -0.0721 2.4748 -0.50 -0.22 0.57 -0.961
C 6.0606 -4.6856 3.2992 0.00 -1.24 1.65 -1.516
H 5.5211 -4.6485 5.9645 0.24 0.39 0.28 0.417
H 6.1763 -2.9450 6.2746 -0.30 -0.83 -0.41 0.412
H 7.2393 -4.2447 5.7085 -0.47 0.08 -0.28 0.372
H 3.6643 -4.0590 4.5040 -0.19 -0.69 0.46 0.645
H 4.1618 -2.4391 5.1920 -0.13 -0.97 -0.91 0.272
H 2.7839 -2.1937 3.3023 -0.92 -0.07 -0.54 0.375
H 3.7552 -3.2688 2.2544 -0.18 0.02 -0.16 -0.988
H 4.3660 -0.4259 3.3133 -0.21 -0.31 0.73 -0.081
H 4.1444 -0.9081 1.7526 -0.02 0.09 -1.17 -0.117
H 7.3909 -2.7839 1.3505 -0.52 0.63 0.52 0.346
H 5.6883 -3.0473 1.3472 -0.82 -0.91 -0.57 -0.316
H 6.3743 -1.7047 0.4599 -0.35 0.40 -0.63 -0.550
H 6.3885 0.5720 3.3192 0.57 -0.34 -0.67 0.222
H 7.8215 -0.2253 2.4543 -0.01 0.34 0.18 0.557
H 6.4246 0.3358 1.5143 0.10 0.34 0.16 -0.281
H 5.7708 -5.5538 3.9486 0.11 0.30 -0.83 0.481
H 7.1276 -4.8380 3.1136 -0.13 0.34 -0.15 0.330
H 5.4849 -4.7512 2.3923 -0.14 0.16 -0.32 0.030
H 8.2415 -1.9573 4.5972 0.04 0.72 0.79 0.351
C 6.5790 -0.3027 -2.2172 0.53 -1.22 0.17 -1.096
C 6.9248 1.1365 -2.0358 0.21 2.41 0.61 1.656
C 7.4751 1.8381 -3.3265 -1.41 -0.84 -1.15 -1.468
C 6.3431 2.0211 -4.3722 0.07 -0.97 2.27 -0.779
C 5.2573 2.8339 -3.6859 -2.56 -1.09 -2.20 -1.350
C 4.6265 2.2062 -2.4435 1.17 1.14 0.88 1.887
N 5.7593 1.9187 -1.5147 -0.40 0.03 -0.45 0.070
O 5.2282 1.2235 -0.3701 0.20 -0.50 -0.82 0.620
C 3.8585 3.3065 -1.6903 -0.55 -1.52 1.51 -2.060
C 3.7140 1.0463 -2.7519 -0.41 -0.90 -1.78 -0.810
C 8.0023 1.3935 -0.9653 1.03 -0.86 -0.59 -1.319
H 6.2967 -0.5308 -3.2544 0.21 -0.16 0.41 -0.014
H 5.8143 -0.6768 -1.5202 -0.02 0.57 -0.39 -0.273
H 7.4580 -0.8570 -1.8730 0.11 -0.38 -0.71 0.713
H 7.7956 2.8588 -3.1708 0.62 0.09 0.75 0.419
H 8.2692 1.2360 -3.8223 -0.21 0.34 0.78 0.407
H 6.0102 1.0188 -4.6338 -0.31 0.07 -0.45 0.344
H 6.7356 2.5273 -5.2098 0.27 0.49 -1.18 0.512
H 4.3359 2.9033 -4.3976 1.56 0.33 0.88 0.301
H 5.6300 3.8177 -3.5043 0.13 0.78 0.35 0.387
H 3.0617 3.7481 -2.2574 -0.36 0.25 -0.54 0.613
H 3.3629 2.7503 -0.8167 0.61 1.13 -0.91 0.101
H 4.5471 4.0729 -1.3187 -0.18 -0.19 -0.04 0.308
H 3.5561 0.3996 -1.9134 0.10 -0.14 0.72 -0.454
H 2.6859 1.3977 -3.0353 0.99 -0.19 -0.14 0.811
H 4.1354 0.3644 -3.5673 -0.69 0.99 0.85 -0.032
H 7.8603 0.7006 -0.1289 0.43 0.11 -0.11 0.240
H 7.9367 2.4023 -0.5857 -0.24 0.26 0.04 0.030
H 9.0257 1.3215 -1.4481 -1.00 -0.40 0.77 0.418
H 5.2409 1.8764 0.3270 0.35 0.70 0.41 -0.379
O -2.3394 -1.5206 -6.2437 -1.89 -0.43 0.48 -0.698
H -3.3550 -1.4611 -6.1022 2.21 0.36 -0.25 0.349
H -2.0205 -0.6563 -6.5160 -0.22 0.33 -0.10 0.310
O -5.1120 -0.6889 -5.8906 -0.45 0.12 0.45 -0.598
H -5.6354 -0.3131 -5.1407 0.27 -0.14 -0.65 0.370
H -5.7874 -1.0194 -6.4968 0.13 0.05 0.12 0.244
O -2.0333 -2.5757 -1.4971 0.28 -0.11 -0.40 -0.260
H -2.1336 -1.5993 -1.3942 0.21 -0.49 -0.60 0.240
H -1.5274 -2.7448 -2.3404 -0.77 0.53 0.91 -0.053